DFT (ωB97M-V/def2-TZVPD) results for 2 unconnected molecules or ions with the total composition C20H18F6N at a distorted geometry.

XYZ file:
```
45
Properties=species:S:1:pos:R:3:nbo_charge:R:1
C -4.620 -0.490 -0.596 -0.60
C -4.016 -0.474 0.811 0.08
C -4.585 0.735 1.564 -0.60
C -4.503 -1.728 1.542 -0.60
N -2.576 -0.403 0.742 -0.44
C -1.399 -0.263 0.657 0.26
H -4.283 -1.372 -1.154 0.22
H -5.712 -0.535 -0.514 0.23
H -4.354 0.416 -1.152 0.22
H -4.235 0.750 2.604 0.22
H -4.312 1.678 1.074 0.22
H -5.680 0.659 1.576 0.23
H -4.163 -1.741 2.583 0.22
H -5.598 -1.721 1.546 0.23
H -4.171 -2.641 1.038 0.22
F 3.199 -4.474 -3.914 -0.31
C 3.073 -4.667 -2.562 0.97
F 2.269 -5.760 -2.384 -0.31
F 4.316 -5.014 -2.088 -0.31
C 2.542 -3.443 -1.867 -0.05
C 1.583 -3.569 -0.864 -0.19
C 1.095 -2.439 -0.236 -0.11
C 1.605 -1.123 -0.497 -0.10
C 1.104 -0.066 0.330 0.17
C 1.419 1.332 0.298 -0.22
C 2.164 2.058 -0.675 -0.09
C 2.621 3.346 -0.419 -0.20
C 2.201 4.043 0.711 -0.04
C 2.654 5.461 0.970 0.97
F 1.778 6.137 1.783 -0.31
F 3.879 5.496 1.598 -0.31
F 2.771 6.181 -0.192 -0.31
C 1.358 3.414 1.624 -0.21
C 0.964 2.108 1.412 -0.02
C 2.624 -1.056 -1.491 -0.13
C 3.037 -2.184 -2.185 -0.18
H 1.197 -4.549 -0.604 0.26
H 0.296 -2.550 0.505 0.23
H 0.676 -0.415 1.292 0.26
H 2.352 1.633 -1.658 0.23
H 3.288 3.846 -1.115 0.26
H 0.991 3.964 2.486 0.26
H 0.281 1.638 2.124 0.22
H 3.115 -0.116 -1.712 0.23
H 3.757 -2.100 -2.991 0.25
```

Properties
total charge	+1
LUMO energy	-6.03	eV
F_max	4.14	eV Å⁻¹
energy above the lowest of the compared OMol25 structures with the same formula, charge and spin	0.058	eV

DFT (ωB97M-V/def2-TZVPD) results for a molecular structure, C20H18I2NO3SnTe.

XYZ file:
```
46
Properties=species:S:1:pos:R:3:nbo_charge:R:1
Sn -2.029 3.669 0.623 1.27
I -5.526 0.583 -1.742 0.23
C -4.561 0.336 0.068 -0.25
C -4.742 -0.858 0.800 -0.22
C -4.136 -1.076 2.006 -0.18
I -4.467 -2.868 3.002 0.21
C -3.270 -0.083 2.540 -0.12
C -2.562 -0.184 3.756 -0.09
C -1.711 0.813 4.152 -0.26
C -1.547 1.933 3.328 0.10
N -2.204 2.063 2.195 -0.56
C -3.076 1.094 1.787 0.08
C -3.748 1.336 0.549 0.36
O -3.556 2.493 -0.065 -0.85
H -5.389 -1.616 0.379 0.25
H -2.700 -1.063 4.371 0.25
H -1.165 0.752 5.081 0.25
H -0.869 2.733 3.598 0.22
C 5.156 -1.823 -2.297 -0.64
C 3.837 -1.478 -1.679 0.07
C 3.765 -0.669 -0.547 -0.24
C 2.553 -0.342 0.044 -0.01
C 2.571 0.569 1.241 -0.64
C 1.368 -0.861 -0.522 -0.33
Te -0.447 -0.436 0.368 0.87
C 1.415 -1.676 -1.671 0.01
C 0.204 -2.254 -2.346 -0.65
C 2.656 -1.963 -2.225 -0.23
H 5.972 -1.282 -1.823 0.22
H 5.158 -1.588 -3.361 0.23
H 5.356 -2.891 -2.199 0.24
H 4.680 -0.282 -0.117 0.22
H 3.599 0.771 1.533 0.23
H 2.056 0.145 2.103 0.22
H 2.091 1.525 1.020 0.22
H -0.728 -1.769 -2.067 0.22
H 0.110 -3.316 -2.108 0.24
H 0.315 -2.174 -3.427 0.23
H 2.700 -2.585 -3.111 0.22
C 0.956 2.185 -2.380 -0.29
O 0.274 2.784 -1.229 -0.47
C -0.693 2.164 -0.635 0.47
O -1.011 0.993 -1.076 -0.75
H 1.722 2.905 -2.642 0.22
H 0.234 2.058 -3.181 0.21
H 1.389 1.231 -2.092 0.21
```

Properties
total charge	+1
LUMO energy	-4.16	eV
F_max	0.47	eV Å⁻¹

DFT (ωB97M-V/def2-TZVPD) results for C20H18N2O2 in the gas phase.

XYZ file:
```
42
Properties=species:S:1:pos:R:3:nbo_charge:R:1
C 0.646 4.361 1.217 -0.66
C 0.791 3.590 2.496 0.10
C 0.876 4.289 3.695 -0.24
C 1.044 3.640 4.904 -0.18
C 1.158 2.260 4.936 -0.23
C 1.084 1.547 3.757 -0.15
C 0.880 2.195 2.540 -0.19
C 0.795 1.312 1.347 0.65
O 1.505 0.339 1.163 -0.62
N -0.156 1.657 0.440 -0.45
N -0.405 0.805 -0.636 -0.45
C -1.630 0.795 -1.211 0.67
O -2.475 1.618 -0.916 -0.63
C -1.784 -0.271 -2.279 -0.52
C -1.360 -1.626 -1.772 0.00
C -1.852 -2.034 -0.554 -0.20
C -1.497 -3.265 0.008 -0.21
C -0.643 -4.097 -0.658 -0.19
C -0.125 -3.731 -1.916 0.03
C 0.745 -4.595 -2.616 -0.20
C 1.242 -4.255 -3.840 -0.21
C 0.886 -3.028 -4.419 -0.21
C 0.049 -2.167 -3.765 -0.19
C -0.484 -2.480 -2.495 -0.08
H 1.118 5.337 1.319 0.22
H -0.406 4.530 0.984 0.22
H 1.104 3.838 0.382 0.23
H 0.812 5.368 3.675 0.21
H 1.100 4.212 5.818 0.21
H 1.308 1.745 5.873 0.22
H 1.182 0.472 3.753 0.23
H -0.931 2.283 0.623 0.43
H 0.261 0.042 -0.688 0.44
H -1.196 0.044 -3.140 0.24
H -2.835 -0.289 -2.578 0.25
H -2.529 -1.386 -0.016 0.21
H -1.901 -3.544 0.970 0.22
H -0.355 -5.048 -0.235 0.21
H 1.007 -5.539 -2.158 0.21
H 1.905 -4.922 -4.370 0.22
H 1.277 -2.766 -5.391 0.21
H -0.210 -1.235 -4.244 0.21
```

Properties
LUMO energy	0.39	eV
F_max	0.79	eV Å⁻¹
energy above the lowest of the compared OMol25 structures with the same formula, charge and spin	1.203	eV

DFT (ωB97M-V/def2-TZVPD) results for C20H18N2O3S in the gas phase at a distorted geometry.

XYZ file:
```
44
Properties=species:S:1:pos:R:3:nbo_charge:R:1
C 2.851 1.319 -4.104 -0.63
C 1.848 1.542 -3.015 0.00
C 0.493 1.655 -3.297 -0.22
C -0.437 1.833 -2.288 -0.17
C -0.022 1.910 -0.962 -0.18
C -0.942 2.067 0.197 0.67
O -0.562 2.455 1.285 -0.62
N -2.252 1.769 -0.046 -0.61
C -3.167 1.564 1.052 -0.33
C -3.480 0.076 1.134 0.80
O -3.540 -0.630 0.159 -0.61
O -3.637 -0.345 2.383 -0.48
C -3.647 -1.762 2.562 -0.09
C -2.421 -2.357 1.933 0.10
C -2.343 -3.517 1.223 -0.43
S -0.757 -3.736 0.604 0.40
C -0.302 -2.206 1.351 0.06
C 1.027 -1.652 1.242 -0.03
C 1.359 -0.523 1.993 -0.18
C 2.629 0.013 1.909 -0.21
C 3.574 -0.557 1.070 -0.21
C 3.246 -1.671 0.314 -0.21
C 1.982 -2.221 0.400 -0.20
N -1.270 -1.651 1.996 -0.45
C 1.340 1.827 -0.681 -0.10
C 2.259 1.636 -1.689 -0.23
H 3.228 0.297 -4.060 0.22
H 3.700 1.991 -3.986 0.22
H 2.408 1.479 -5.084 0.22
H 0.157 1.603 -4.323 0.21
H -1.479 1.938 -2.551 0.21
H -2.477 1.229 -0.870 0.41
H -4.093 2.126 0.890 0.22
H -2.686 1.903 1.972 0.26
H -4.548 -2.198 2.117 0.20
H -3.653 -1.907 3.644 0.21
H -3.113 -4.233 1.024 0.24
H 0.609 -0.080 2.629 0.24
H 2.882 0.881 2.499 0.22
H 4.566 -0.134 1.006 0.21
H 3.980 -2.115 -0.343 0.21
H 1.725 -3.093 -0.185 0.21
H 1.653 1.912 0.348 0.23
H 3.310 1.561 -1.450 0.21
```

Properties
LUMO energy	0.25	eV
F_max	1.25	eV Å⁻¹
energy above the lowest of the compared OMol25 structures with the same formula, charge and spin	0.000	eV

Q: Which value of F_max does entry 3 give?
A: 0.79 eV Å⁻¹

Q: LUMO energy of number 4 (C20H18N2O3S)?
A: 0.25 eV